C3H3NOS | ωB97M-V/def2-TZVPD

The value obtained for the HOMO energy (alpha / beta) is -6.9 / -10.3 eV. As for the maximum force: 3.13 eV Å⁻¹. Its spin multiplicity is 3. The HOMO-LUMO gap (alpha / beta) is 7.8 / 7.8 eV. Its energy relative to the best compared isomer or geometry (same formula, charge and spin) is 21.4 kcal per mole. Its lowest unoccupied orbital energy (alpha / beta) is 0.0324 / -0.0924 hartree.

Cartesian coordinates (Å):
C  1.024617  0.425461  -0.173738
C  0.394022  -1.269384  -0.003952
C  -0.421781  0.863272  -0.057423
N  -0.777475  -0.612611  0.218167
O  0.854215  -2.358561  -0.003917
S  2.401291  1.187585  0.084081
H  -0.749972  1.644527  0.724551
H  -1.008376  1.146486  -1.066021
H  -1.716545  -1.026777  0.278250

Atomic forces in eV per Å
C -1.948 -1.466 -0.479
C 0.680 3.013 0.514
C -1.750 -1.176 -1.216
N -0.935 0.537 0.121
O -0.502 0.513 -0.186
S 1.366 0.411 0.219
H 0.748 -1.562 -0.817
H 1.632 -0.390 1.976
H 0.710 0.119 -0.134



C24H32BrN2O18P | ωB97M-V/def2-TZVPD

The SMILES is CP(C)[C@H](C#N)[C@@H](Br)C#N.O=C1OCCO1.O=C1OCCO1.O=C1OCCO1.O=C1OCCO1.O=C1OCCO1.O=C1OCCO1. The value obtained for the HOMO energy is -7.9 eV. As for the maximum force: 5.18 eV Å⁻¹. The HOMO-LUMO gap is 8.0 eV. Its lowest unoccupied orbital energy is 0.0042 hartree.

Cartesian coordinates (Å):
C  5.754798  -1.001576  3.134722
P  4.326849  -0.084515  3.948856
C  2.710172  -0.905791  3.512201
C  4.379943  1.694903  3.288413
C  3.563284  2.509059  4.284708
N  3.177789  3.170543  5.115859
C  3.748040  1.761567  1.818266
Br  1.965006  2.583193  1.886466
C  4.694561  2.558975  0.928744
N  5.113584  3.096556  0.034885
H  5.310164  -1.767254  2.460197
H  6.381174  -1.523791  3.873694
H  6.349266  -0.244843  2.588992
H  1.860231  -0.406935  4.009125
H  2.576364  -0.940812  2.406651
H  2.796756  -1.956943  3.862756
H  5.433294  2.037762  3.306505
H  3.608567  0.739954  1.429262
O  7.275954  -0.635309  6.078653
C  8.356232  -0.339706  5.684395
O  8.787400  -0.518760  4.404563
C  10.034167  0.162129  4.272941
C  10.534493  0.215095  5.692355
O  9.327524  0.222305  6.451802
H  10.705521  -0.381937  3.610873
H  9.851975  1.155260  3.855404
H  11.117742  -0.667860  5.964350
H  11.126280  1.105887  5.895422
O  2.793929  -0.976293  -0.168745
C  2.145379  -0.325729  -0.931329
O  1.684731  0.919294  -0.668796
C  1.160461  1.450022  -1.884457
C  0.831505  0.207816  -2.666127
O  1.774209  -0.740961  -2.169809
H  0.286807  2.070562  -1.693626
H  1.928153  2.059718  -2.366350
H  -0.177438  -0.160357  -2.462351
H  0.947854  0.348376  -3.739306
O  -2.219537  -1.290711  -0.714569
C  -1.665427  -2.065395  0.010748
O  -1.292933  -3.315656  -0.349603
C  -0.468130  -3.837937  0.695580
C  -0.903296  -3.032048  1.887375
O  -1.331661  -1.802334  1.293259
H  -0.635110  -4.905428  0.826547
H  0.580099  -3.672144  0.433861
H  -1.749734  -3.479630  2.414328
H  -0.092935  -2.861938  2.595286
O  -3.561777  -3.531850  2.926549
C  -4.539579  -2.956642  2.562310
O  -4.982781  -2.938833  1.280524
C  -6.282160  -2.348685  1.285373
C  -6.263135  -1.520347  2.542238
O  -5.349371  -2.234911  3.373713
H  -6.440609  -1.750066  0.390197
H  -7.030754  -3.143560  1.317640
H  -5.875035  -0.513125  2.375066
H  -7.242018  -1.448255  3.012473
O  -4.944501  2.808747  -4.549622
C  -4.685524  1.735562  -4.104272
O  -5.582012  0.928726  -3.477353
C  -4.960266  -0.344840  -3.297870
C  -3.496776  -0.003342  -3.324439
O  -3.458618  1.159939  -4.155609
H  -5.266451  -0.799534  -2.357641
H  -5.254287  -1.000333  -4.121086
H  -3.108821  0.253377  -2.338235
H  -2.888675  -0.801450  -3.745963
O  -7.893574  2.191479  -10.378459
C  -7.640835  2.648162  -9.311328
O  -6.918670  2.010365  -8.352402
C  -6.640079  2.960088  -7.321987
C  -7.742743  3.969285  -7.494551
O  -8.037244  3.879040  -8.888184
H  -6.654634  2.487413  -6.343129
H  -5.650170  3.387894  -7.493710
H  -8.639810  3.711479  -6.926323
H  -7.433164  4.977833  -7.226871

Atomic forces in eV per Å
C -1.141 0.055 -0.762
P 0.820 -0.304 2.533
C 0.561 0.050 -1.367
C -2.057 -0.560 -0.285
C 2.742 -1.896 -2.547
N -1.156 1.304 1.738
C 1.565 1.052 0.666
Br 0.510 -0.096 -0.241
C -3.636 -2.700 2.510
N 1.909 1.779 -2.389
H 0.575 0.587 0.029
H -0.434 0.532 -0.102
H -0.116 -0.679 0.051
H 0.502 -0.178 -0.219
H -0.327 -0.038 0.633
H 0.007 0.718 -0.034
H -0.668 -0.159 0.040
H 0.130 0.633 -0.143
O 0.197 -0.005 -0.120
C -0.282 -0.047 0.271
O 0.037 0.076 0.319
C 0.254 0.103 -0.429
C 0.458 0.094 0.179
O -0.152 -0.101 -0.332
H -0.186 -0.103 -0.017
H -0.014 -0.015 0.051
H -0.048 -0.001 -0.028
H -0.160 0.009 0.140
O -0.047 0.086 0.020
C 0.012 -0.124 -0.077
O 0.187 -0.579 -0.243
C -0.163 0.566 -0.193
C -0.496 -0.002 -0.525
O 0.199 0.170 0.532
H 0.072 -0.062 0.216
H 0.027 -0.059 0.048
H 0.043 0.003 0.064
H 0.150 -0.176 0.048
O 0.087 -0.076 -0.008
C -0.030 -0.016 0.143
O -0.164 0.436 0.009
C 0.443 -0.376 0.044
C 0.203 -0.411 0.788
O -0.157 0.009 -0.536
H -0.159 0.060 -0.180
H -0.054 0.047 -0.060
H 0.392 0.163 -0.276
H -0.009 0.281 -0.133
O -0.581 -0.026 0.084
C 0.079 -0.003 0.098
O 0.119 0.022 0.361
C -0.370 0.023 -0.379
C -0.341 0.432 0.108
O 0.193 -0.240 -0.292
H 0.197 -0.091 -0.030
H 0.048 0.003 0.035
H 0.039 -0.056 -0.010
H 0.131 -0.096 0.159
O -0.033 -0.095 0.023
C 0.071 0.162 -0.044
O 0.284 0.202 -0.166
C -0.212 -0.476 0.101
C 0.507 -0.291 0.276
O -0.486 0.119 -0.026
H -0.083 0.181 -0.004
H 0.011 0.058 -0.007
H -0.047 -0.035 -0.032
H 0.045 0.159 -0.094
O 0.016 0.048 0.099
C -0.039 -0.128 -0.246
O -0.269 0.276 -0.204
C 0.317 -0.080 0.426
C -0.146 0.336 0.312
O 0.167 -0.311 -0.018
H 0.031 -0.112 -0.127
H -0.038 -0.007 0.004
H 0.024 -0.034 -0.037
H -0.058 0.012 -0.199



C3H4N2O2 | ωB97M-V/def2-TZVPD

The SMILES is COc1cnon1. The value obtained for the HOMO energy is -10.0 eV. As for the maximum force: 6.07 eV Å⁻¹. The HOMO-LUMO gap is 10.7 eV. Its energy relative to the best compared isomer or geometry (same formula, charge and spin) is 156.4 kcal per mole. Its lowest unoccupied orbital energy is 0.0258 hartree.

Cartesian coordinates (Å):
C  1.802438  -0.365959  0.008686
O  0.813086  0.598001  -0.299479
C  -0.344580  0.144348  -0.000228
C  -1.522334  1.083072  0.029555
N  -2.512790  0.223508  0.003639
O  -2.074962  -1.050940  -0.179222
N  -0.737795  -1.083616  -0.031378
H  3.002579  -0.116489  -0.033645
H  1.336651  -0.391138  1.244870
H  1.810314  -1.257016  -0.545913
H  -1.572609  2.216230  -0.196886

Atomic forces in eV per Å
C 2.073 1.150 5.588
O 3.226 1.197 -1.374
C -3.937 1.884 -1.202
C 0.789 -2.467 -0.810
N -1.390 1.839 -1.115
O -0.347 1.256 2.054
N 1.323 -0.373 -0.676
H -3.386 0.681 0.186
H 2.873 -1.547 -3.097
H -1.093 -1.313 -0.578
H -0.131 -2.309 1.024



H14O7 | ωB97M-V/def2-TZVPD

The value obtained for the HOMO energy (alpha / beta) is 0.2 / -7.6 eV. As for the maximum force: 1.01 eV Å⁻¹. Its spin multiplicity is 2. The HOMO-LUMO gap (alpha / beta) is 2.8 / 10.5 eV. Its energy relative to the best compared isomer or geometry (same formula, charge and spin) is 8.2 kcal per mole. Its lowest unoccupied orbital energy (alpha / beta) is 0.1094 / 0.1080 hartree. As for the charge: -1.

Cartesian coordinates (Å):
O  -2.328971  -1.165434  2.385488
H  -3.054703  -1.233685  1.765092
H  -2.736365  -0.870418  3.199875
O  0.762413  1.894893  -1.899602
H  0.233518  2.646083  -2.168332
H  0.122679  1.223940  -1.661276
O  -1.122788  1.521019  0.976386
H  -1.043677  2.448997  1.197363
H  -1.289484  1.088278  1.813747
O  3.252602  0.939237  -0.893526
H  3.376534  0.473414  -1.720495
H  2.559766  1.573710  -1.076974
O  0.385879  -2.468721  -3.533955
H  0.258547  -2.346685  -2.593144
H  0.283356  -1.592609  -3.905646
O  0.473837  -0.938049  2.975860
H  0.016450  -0.109818  3.120997
H  -0.215202  -1.550983  2.719422
O  0.032140  -0.839952  -0.444186
H  0.751938  -0.233793  -0.268991
H  -0.718468  -0.459424  0.011894

Atomic forces in eV per Å
O 0.847 -0.291 -0.257
H -0.498 0.023 -0.427
H -0.328 0.337 0.639
O 0.373 0.216 -0.346
H -0.117 0.257 0.033
H -0.334 -0.466 0.331
O 0.223 -0.111 -0.855
H 0.011 0.475 0.093
H -0.395 -0.433 0.638
O 0.503 -0.196 0.337
H -0.045 -0.105 -0.167
H -0.494 0.228 -0.151
O 0.087 -0.303 -0.365
H -0.066 0.186 0.509
H -0.029 0.214 0.004
O 0.855 -0.184 0.245
H -0.247 0.225 0.029
H -0.450 -0.040 -0.185
O 0.034 -0.421 -0.919
H 0.355 0.124 0.426
H -0.286 0.264 0.389



C4H6N2O | ωB97M-V/def2-TZVPD

The SMILES is [H]/N=C(\C#N)OCC. The value obtained for the HOMO energy is -10.9 eV. As for the maximum force: 2.94 eV Å⁻¹. The HOMO-LUMO gap is 11.1 eV. Its energy relative to the best compared isomer or geometry (same formula, charge and spin) is 45.6 kcal per mole. Its lowest unoccupied orbital energy is 0.0096 hartree.

Cartesian coordinates (Å):
H  -1.383023  -2.083531  1.814296
N  -0.897809  -1.243214  1.499505
C  -0.637907  -1.292190  0.267827
C  -1.209947  -2.279286  -0.630711
N  -2.203191  -2.557645  -1.176541
O  -0.130670  -0.298282  -0.456667
C  0.497098  0.742897  0.298213
C  1.122527  1.698537  -0.691065
H  -0.244076  1.223323  0.943252
H  1.239294  0.258531  0.938049
H  0.359583  2.153799  -1.328564
H  1.641079  2.493089  -0.148070
H  1.847042  1.183972  -1.329523

Atomic forces in eV per Å
H 0.224 0.171 -0.067
N 0.469 -0.231 0.144
C -0.565 0.518 0.137
C -2.780 -0.063 -0.938
N 1.920 -0.450 0.407
O 0.472 -0.331 0.063
C 0.234 0.217 0.181
C 0.017 0.054 0.003
H 0.067 -0.040 -0.108
H 0.016 0.211 0.055
H 0.091 -0.055 0.087
H -0.055 -0.062 -0.076
H -0.110 0.061 0.112